Entry 1:
Here is a cluster of 5 separate species, C27H59ClIN8O12PS in total from OMol25. Energies are from ωB97M-V with the def2-TZVPD basis set.

Geometry as ORCA input:
```
! wB97M-V def2-TZVPD RIJCOSX def2/J DEFGRID3
* xyz 0 1
C 1.209 6.438 0.056
C 0.392 5.440 1.120
C -0.531 4.448 0.198
C -0.746 2.930 0.868
N -0.625 1.847 -0.166
N -0.124 0.657 0.284
C -1.274 -0.260 0.488
O -2.388 0.229 1.310
C -3.666 -0.404 0.939
C -4.436 0.488 -0.239
O -5.594 1.240 0.273
C -6.736 0.340 0.511
C -7.270 0.668 2.049
C 1.058 0.121 -0.463
P 1.669 1.686 -1.474
S 3.202 1.377 -2.622
C 0.838 -0.979 -1.611
I 0.200 -2.998 -1.201
C -0.205 -0.429 -2.802
C 0.538 -0.200 -4.250
C 2.174 -0.267 0.731
N 3.584 -0.424 0.115
C 2.319 1.000 1.782
C 1.754 0.786 3.287
C 0.212 0.325 3.474
C -0.032 0.151 5.121
O 1.935 -1.568 1.364
C 3.027 -2.068 2.180
O 2.379 -2.626 3.418
C 1.071 -3.243 3.062
N -0.016 -3.874 2.677
C 3.966 -3.253 1.603
Cl 4.168 -4.724 2.776
C 3.608 -3.852 0.130
C 2.696 -5.200 0.323
H 1.138 6.032 -1.064
H 2.353 6.509 0.337
H 0.675 7.503 0.022
H -0.309 6.150 1.775
H 1.118 4.899 1.863
H -0.139 4.268 -0.890
H -1.601 4.972 0.118
H -1.889 2.932 1.216
H -0.122 2.786 1.845
H -1.489 1.742 -0.763
H -0.866 -1.231 1.051
H -1.768 -0.688 -0.511
H -3.525 -1.490 0.521
H -4.363 -0.455 1.880
H -3.723 1.254 -0.769
H -4.799 -0.268 -1.061
H -6.476 -0.804 0.388
H -7.652 0.557 -0.197
H -8.344 0.230 2.215
H -6.484 0.209 2.792
H -7.331 1.857 2.143
H 0.639 2.173 -2.404
H 1.983 2.806 -0.629
H 1.874 -1.106 -2.196
H -1.055 -1.244 -2.999
H -0.802 0.540 -2.448
H 1.679 -0.459 -4.268
H 0.001 -0.818 -5.090
H 0.455 0.947 -4.543
H 4.041 0.498 -0.026
H 3.535 -0.920 -0.801
H 1.853 2.008 1.382
H 3.481 1.249 1.921
H 2.427 0.028 3.917
H 1.880 1.828 3.857
H -0.083 -0.708 3.013
H -0.607 1.097 3.131
H -0.293 1.247 5.499
H 0.939 -0.260 5.650
H -0.987 -0.502 5.298
H 3.758 -1.228 2.614
H 5.073 -2.813 1.520
H 4.643 -4.227 -0.337
H 3.195 -3.065 -0.627
H 2.092 -5.371 -0.693
H 3.373 -6.169 0.443
H 1.869 -5.121 1.161
C 0.692 4.880 -5.460
N 0.157 4.341 -4.181
O 0.554 4.866 -3.135
O -0.646 3.404 -4.264
H 1.384 5.696 -5.238
H 1.209 4.066 -5.972
H -0.156 5.243 -6.046
C -5.458 -4.457 0.666
N -6.338 -3.536 -0.102
O -7.463 -3.950 -0.407
O -5.875 -2.423 -0.378
H -5.992 -5.394 0.837
H -4.559 -4.628 0.071
H -5.220 -3.970 1.614
C 7.129 -0.280 3.313
N 6.282 0.898 2.981
O 6.439 1.918 3.662
O 5.483 0.764 2.047
H 7.781 -0.022 4.150
H 6.461 -1.101 3.583
H 7.718 -0.522 2.426
C -1.599 -4.197 -5.798
N -0.336 -3.412 -5.850
O -0.173 -2.666 -6.823
O 0.455 -3.565 -4.912
H -2.197 -3.964 -6.681
H -1.328 -5.255 -5.783
H -2.128 -3.910 -4.887
*
```



Entry 2:
Here is an isolated molecule of C15H13N5O4 from OMol25. Energies are from ωB97M-V with the def2-TZVPD basis set.

Properties
ΔE to the lowest compared entry with this formula, charge and spin (kcal per mole): 121.5

Geometry as ORCA input:
```
! wB97M-V def2-TZVPD RIJCOSX def2/J DEFGRID3
* xyz 0 1
O 1.297 3.887 -0.015
C 0.760 2.876 -0.404
N -0.392 2.422 0.167
N -0.977 1.283 -0.210
C -2.024 0.868 0.381
C -2.600 -0.402 -0.023
C -1.769 -1.363 -0.608
C -2.258 -2.606 -0.957
C -3.585 -2.937 -0.716
C -4.425 -2.006 -0.139
C -3.944 -0.744 0.196
N -4.892 0.193 0.735
O -5.890 -0.258 1.256
O -4.651 1.380 0.633
H -5.465 -2.227 0.049
H -3.964 -3.912 -0.981
H -1.597 -3.327 -1.413
H -0.730 -1.115 -0.763
H -2.493 1.435 1.189
H -0.793 2.984 0.925
C 1.338 1.982 -1.499
N 2.480 1.274 -0.968
C 2.435 -0.036 -0.638
O 1.477 -0.750 -0.868
C 3.685 -0.560 -0.007
C 4.460 0.187 0.877
C 5.587 -0.408 1.424
N 5.968 -1.642 1.148
C 5.225 -2.355 0.318
C 4.074 -1.868 -0.279
H 3.480 -2.475 -0.944
H 5.572 -3.362 0.129
H 6.218 0.131 2.118
H 4.187 1.192 1.161
H 3.282 1.831 -0.715
H 1.651 2.609 -2.337
H 0.602 1.240 -1.813
*
```



Entry 3:
Here is an isolated molecule of C19H22Cl2N4O3 from OMol25. Energies are from ωB97M-V with the def2-TZVPD basis set.

Properties
ΔE to the lowest compared entry with this formula, charge and spin (kcal per mole): 0.0

Geometry as ORCA input:
```
! wB97M-V def2-TZVPD RIJCOSX def2/J DEFGRID3
* xyz 0 1
O -1.530 -0.619 0.966
C -0.625 -0.466 0.168
N -0.844 -0.479 -1.198
C 0.140 -0.299 -2.147
O -0.093 -0.299 -3.335
N 1.438 -0.131 -1.695
C 1.820 -0.084 -0.373
C 0.757 -0.260 0.589
C 1.003 -0.199 1.939
N 2.209 0.002 2.462
C 2.555 0.087 3.792
C 1.664 -0.075 4.855
C 2.127 0.028 6.156
C 3.471 0.288 6.368
N 4.329 0.444 5.372
C 3.894 0.348 4.142
Cl 5.071 0.564 2.897
H 3.889 0.378 7.360
H 1.451 -0.094 6.987
H 0.622 -0.279 4.667
H 0.152 -0.321 2.598
O 2.996 0.089 -0.066
H 2.963 0.122 1.767
C 2.446 0.137 -2.710
H 3.415 -0.075 -2.254
C 2.391 1.587 -3.199
C 2.597 2.601 -2.083
H 3.382 2.282 -1.396
H 2.827 3.586 -2.487
Cl 1.115 2.812 -1.099
H 1.434 1.763 -3.693
H 3.186 1.723 -3.935
H 2.268 -0.536 -3.550
C -2.214 -0.653 -1.709
C -2.802 -2.004 -1.307
C -4.172 -2.168 -1.958
C -5.100 -1.032 -1.539
C -4.497 0.317 -1.917
C -3.128 0.488 -1.266
H -3.232 0.471 -0.181
H -2.685 1.444 -1.556
H -5.158 1.125 -1.596
H -4.394 0.379 -3.003
H -5.249 -1.069 -0.458
H -6.074 -1.152 -2.018
H -4.602 -3.129 -1.667
H -4.061 -2.166 -3.045
H -2.902 -2.049 -0.222
H -2.132 -2.805 -1.627
H -2.118 -0.622 -2.799
*
```



Entry 4:
Here is an isolated molecule of C3H4FN from OMol25. Energies are from ωB97M-V with the def2-TZVPD basis set.

Properties
ΔE to the lowest compared entry with this formula, charge and spin (kcal per mole): 35.3

Geometry as ORCA input:
```
! wB97M-V def2-TZVPD RIJCOSX def2/J DEFGRID3
* xyz 0 1
C 0.164 0.620 0.565
C 1.013 -1.095 -0.683
C -1.166 0.734 0.427
N 0.811 -0.553 0.403
F -1.900 1.937 0.614
H 0.763 1.389 0.897
H 1.513 -2.156 -0.684
H 0.704 -0.750 -1.610
H -1.903 -0.127 0.072
*
```



| no. | lowest unoccupied orbital energy (eV) | frontier orbital gap (Eh) |
| --- | --- | --- |
| 1 | -0.4 | 0.2864 |
| 2 | -0.7 | 0.3093 |
| 3 | -0.4 | 0.3021 |
| 4 | 1.0 | 0.3683 |